i | {"formula": "C7H13NO2", "method": "ωB97M-V/def2-TZVPD", "symbols": ["C", "C", "C", "C", "O", "O", "N", "C", "C", "C", "H", "H", "H", "H", "H", "H", "H", "H", "H", "H", "H", "H", "H"], "xyz": [[-2.04017, -2.54691, 0.08242], [-0.96862, -1.77308, 0.20964], [-0.95933, -0.26142, -0.33731], [-2.45950, 0.48731, -0.04537], [-2.44595, 1.51565, 0.63234], [-3.39282, -0.10564, -0.54666], [0.28813, 0.61372, -0.02057], [1.58165, 0.05428, -0.47752], [0.07951, 1.96217, -0.70728], [0.38024, 0.95355, 1.45621], [-2.18870, -3.58943, 0.27881], [-3.07111, -2.27446, -0.33486], [0.07064, -1.99497, 0.59710], [-1.00338, -0.28408, -1.47814], [1.48780, -0.16767, -1.53157], [2.44967, 0.74200, -0.37437], [1.81696, -0.87949, -0.02374], [-0.98187, 2.12744, -0.73133], [0.45187, 2.95610, -0.18868], [0.62663, 1.78550, -1.64986], [-0.41596, 1.55069, 1.61978], [0.20933, -0.05636, 2.04117], [1.29724, 1.62178, 1.59630]], "mulliken_charge": [-0.80, -0.19, 0.17, 0.46, -0.69, -0.67, 0.16, -0.99, -0.73, -0.97, 0.30, 0.22, 0.11, 0.27, 0.43, 0.38, 0.37, 0.39, 0.25, 0.34, 0.50, 0.32, 0.37], "spin_multiplicity": 1, "homo_ev": -8.38, "smiles": "C=C[C@@H](C(=O)[O-])[N+](C)(C)C"}

ii | {"formula": "C7H13NO2", "method": "ωB97M-V/def2-TZVPD", "symbols": ["C", "C", "C", "N", "O", "C", "C", "C", "H", "H", "H", "H", "H", "H", "H", "H", "H", "H", "H", "C", "O", "H", "H"], "xyz": [[-0.44580, -1.95549, 0.23331], [-0.92115, -0.81005, 0.70760], [-0.72745, 0.73529, -0.00540], [-1.94012, 0.97495, -0.69712], [-0.63524, 1.64966, 1.02630], [0.48471, 0.67533, -0.91002], [1.67249, 1.10407, -0.50021], [0.26943, 0.10877, -2.28173], [0.50535, -2.00000, -0.27788], [-0.92265, -2.90393, 0.44413], [-1.83302, -0.80133, 1.29709], [-2.72365, 1.09256, -0.06746], [-1.94875, 1.33726, -1.63897], [-0.00959, 1.32545, 1.73748], [1.82315, 1.54935, 0.47053], [2.54089, 1.03881, -1.13858], [-0.30837, 0.81042, -2.88426], [-0.30972, -0.81420, -2.24827], [1.22053, -0.07883, -2.77657], [0.99892, -0.77836, 2.32412], [0.80495, 0.34446, 2.78228], [1.76684, -0.93369, 1.55157], [0.63824, -1.67048, 2.85204]], "mulliken_charge": [-0.77, -0.46, 1.33, -0.53, -0.66, 0.67, -1.40, -1.60, 0.29, 0.28, 0.25, 0.24, 0.14, 0.45, 0.35, 0.31, 0.35, 0.36, 0.41, -0.12, -0.56, 0.29, 0.36], "spin_multiplicity": 1, "homo_ev": -9.01, "smiles": "C=C[C@@](N)(O)C(=C)C.C=O"}

It is i that is the least stable of them.

i | {"formula": "C7H13NO2", "method": "ωB97M-V/def2-TZVPD", "symbols": ["C", "C", "C", "O", "O", "H", "H", "H", "H", "C", "N", "C", "C", "C", "H", "H", "H", "H", "H", "H", "H", "H", "H"], "xyz": [[-1.11110, 2.31127, -0.32918], [-1.35248, 1.03866, -0.15603], [-2.15275, -0.02518, -0.01902], [-3.11660, -0.23457, -0.94231], [-2.15224, -1.00208, 0.94656], [-0.22048, 2.56903, -0.74542], [-1.59806, 3.05531, 0.35128], [-3.08386, 0.37363, -1.70554], [-1.24139, -1.05530, 1.35046], [0.22779, -2.26325, -0.36186], [0.59122, -1.40741, 0.70455], [1.10659, -0.24237, 0.45604], [1.67761, 0.52946, 1.60204], [1.52557, 0.26066, -0.90688], [-0.62678, -2.73833, 0.09263], [-0.04143, -1.78668, -1.30249], [1.01531, -2.96398, -0.49134], [1.98475, -0.08609, 2.42497], [1.09119, 1.39604, 1.93442], [2.53525, 0.93388, 1.16025], [2.38192, -0.16951, -1.31078], [1.77190, 1.38043, -0.93959], [0.78807, 0.12638, -1.81276]], "mulliken_charge": [-0.71, 0.10, 0.46, -0.52, -0.54, 0.33, 0.21, 0.32, 0.38, -1.09, -0.82, 1.47, -1.42, -1.48, 0.40, 0.28, 0.40, 0.38, 0.26, 0.45, 0.48, 0.37, 0.27], "spin_multiplicity": 1, "homo_ev": -8.20, "smiles": "C=C=C(O)O.CN=C(C)C"}

ii | {"formula": "C7H13NO2", "method": "ωB97M-V/def2-TZVPD", "symbols": ["C", "C", "O", "C", "C", "C", "C", "C", "N", "O", "H", "H", "H", "H", "H", "H", "H", "H", "H", "H", "H", "H", "H"], "xyz": [[-1.01309, 3.36978, 0.12807], [-0.59937, 1.92687, 0.13687], [-0.77417, 1.27479, -0.96413], [-0.19147, 1.28776, 1.31220], [-0.21166, -0.11323, 1.35219], [-0.08237, -0.92902, 0.21422], [-0.61773, -2.34690, 0.31220], [1.21129, -0.79077, -0.61305], [0.98249, -1.20468, -1.97649], [2.31875, -1.45830, 0.02086], [-0.78239, 3.86450, 1.07028], [-0.50850, 3.89067, -0.68699], [-2.08730, 3.43670, -0.05920], [-0.69729, 0.10785, -0.65472], [-0.21887, 1.85078, 2.23449], [-0.56009, -0.56412, 2.28145], [-1.01198, -2.68972, -0.64691], [0.13974, -3.06996, 0.63816], [-1.43755, -2.40303, 1.02823], [1.52156, 0.25207, -0.62515], [1.83587, -1.12684, -2.51664], [0.65383, -2.16134, -2.03582], [2.13029, -2.40384, 0.04986]], "mulliken_charge": [-1.18, 0.87, -0.63, -0.95, -0.50, 0.82, -1.57, -0.24, -0.54, -0.55, 0.35, 0.30, 0.29, 0.49, 0.28, 0.38, 0.36, 0.29, 0.46, 0.44, 0.25, 0.23, 0.33], "spin_multiplicity": 1, "homo_ev": -7.98, "smiles": "C/C(O)=C/C=C(/C)[C@H](N)O"}

It is i that is the least stable of them.

i | {"formula": "C6H15NS", "method": "ωB97M-V/def2-TZVPD", "symbols": ["C", "C", "C", "S", "C", "N", "C", "C", "H", "H", "H", "H", "H", "H", "H", "H", "H", "H", "H", "H", "H", "H", "H"], "xyz": [[-0.11750, -1.65860, 0.15342], [-0.90282, -0.95818, -1.04547], [-1.59036, 0.38727, -0.68634], [-2.78679, 0.22472, 0.69628], [0.65265, -0.64753, 0.97084], [1.87228, -0.21328, 0.28566], [2.12920, 1.14858, -0.09451], [3.30097, 1.19073, -1.05827], [-0.99718, -2.03957, 0.66020], [0.53975, -2.49817, -0.03887], [-1.73444, -1.65278, -1.19359], [-0.27407, -0.97069, -1.98118], [-0.83172, 1.17564, -0.44732], [-2.06727, 0.77470, -1.66256], [-1.56547, 1.46594, 1.69305], [-0.07219, 0.12931, 1.04215], [0.85362, -0.96348, 2.02793], [2.68291, -0.68346, 0.70854], [2.41699, 1.83172, 0.71457], [1.12283, 1.42349, -0.50252], [4.22500, 0.98374, -0.49971], [3.38405, 2.11693, -1.55841], [3.18296, 0.36510, -1.75781]], "mulliken_charge": [-0.73, -0.56, -0.58, -0.19, -0.16, -0.17, 0.04, -1.34, 0.34, 0.35, 0.42, 0.31, 0.11, 0.35, 0.10, -0.32, 0.40, 0.25, 0.24, 0.09, 0.30, 0.40, 0.34], "spin_multiplicity": 1, "homo_ev": -8.45}

ii | {"formula": "C6H15NS", "method": "ωB97M-V/def2-TZVPD", "symbols": ["C", "C", "N", "C", "C", "C", "C", "S", "H", "H", "H", "H", "H", "H", "H", "H", "H", "H", "H", "H", "H", "H", "H"], "xyz": [[-1.15919, -1.61332, 2.39161], [-0.62046, -1.44079, 0.98327], [0.43900, -0.47140, 0.91134], [0.87556, -0.06455, -0.43750], [2.37869, -0.02070, -0.53583], [0.26743, 1.26778, -0.89338], [-1.20908, 1.16369, -1.26759], [-1.75866, 2.58304, -2.28108], [-2.24679, -1.69970, 2.43020], [-0.97695, -0.75496, 3.04956], [-0.70843, -2.45915, 2.88493], [-1.41881, -1.22536, 0.26044], [-0.19724, -2.40255, 0.69590], [0.27526, 0.32968, 1.51651], [0.41868, -0.83024, -1.06953], [2.83601, 0.71851, 0.11570], [2.84927, -0.96361, -0.23515], [2.64765, 0.09482, -1.57526], [0.33131, 2.04574, -0.12150], [0.89469, 1.66651, -1.69651], [-1.44362, 0.21647, -1.74402], [-1.83346, 1.19932, -0.37187], [-0.64086, 2.66076, -3.01024]], "mulliken_charge": [-1.20, -0.06, -0.40, 0.19, -1.68, -0.73, -0.62, -0.22, 0.33, 0.32, 0.30, 0.17, 0.26, 0.28, 0.40, 0.29, 0.41, 0.43, 0.25, 0.53, 0.37, 0.28, 0.11], "spin_multiplicity": 1, "homo_ev": -8.54, "smiles": "CCN[C@H](C)CCS"}

It is i that is the least stable of them.

i | {"formula": "C6H15NS", "method": "ωB97M-V/def2-TZVPD", "symbols": ["C", "N", "C", "C", "C", "C", "C", "S", "H", "H", "H", "H", "H", "H", "H", "H", "H", "H", "H", "H", "H", "H", "H"], "xyz": [[1.05677, -0.08030, 1.91595], [-0.24030, -0.71380, 1.74036], [-0.78823, -1.17751, 3.01251], [-1.17637, 0.06633, 0.94124], [-1.24687, -0.36968, -0.53500], [0.00162, -1.04207, -1.11199], [1.08115, -0.13051, -1.81666], [0.72639, 1.62945, -2.02331], [1.28293, 0.52923, 1.03936], [1.83607, -0.84392, 1.89325], [1.13122, 0.51388, 2.82432], [-0.93698, -0.36093, 3.71895], [-1.75929, -1.62414, 2.81228], [-0.13235, -1.97436, 3.37267], [-0.93588, 1.13550, 0.95932], [-2.17647, -0.02312, 1.37583], [-1.48757, 0.49587, -1.15311], [-2.08680, -1.04766, -0.69225], [-0.32270, -1.77113, -1.85190], [0.52432, -1.59239, -0.33716], [2.04485, -0.32905, -1.35127], [1.20478, -0.51572, -2.82174], [-0.23090, 1.43896, -2.93976]], "mulliken_charge": [-1.14, 0.12, -1.14, -0.82, -0.49, -0.51, -0.95, -0.20, 0.31, 0.33, 0.40, 0.38, 0.38, 0.32, 0.34, 0.45, 0.26, 0.35, 0.39, 0.30, 0.38, 0.43, 0.11], "spin_multiplicity": 1, "homo_ev": -8.30, "smiles": "CN(C)CCCCS"}

ii | {"formula": "C6H15NS", "method": "ωB97M-V/def2-TZVPD", "symbols": ["C", "C", "C", "C", "N", "C", "C", "S", "H", "H", "H", "H", "H", "H", "H", "H", "H", "H", "H", "H", "H", "H", "H"], "xyz": [[2.80951, 0.27497, -0.83156], [1.65687, 0.60139, -0.05880], [1.13605, 2.00970, -0.30376], [0.54170, -0.45371, -0.37935], [-0.66585, -0.25695, 0.44996], [-1.60519, -1.41292, 0.23064], [-2.92414, -1.15798, 1.00218], [-3.96487, 0.20559, 0.21752], [2.46877, 0.41440, -1.86714], [3.51117, 1.08256, -0.57820], [3.23375, -0.78948, -0.65669], [1.68331, 0.42457, 1.03906], [1.96485, 2.67766, -0.02890], [0.23768, 2.23308, 0.26884], [1.10760, 2.20191, -1.40333], [1.05660, -1.46813, -0.46975], [0.13591, -0.21049, -1.39494], [-0.31687, -0.43080, 1.40889], [-1.88561, -1.32555, -0.82727], [-1.25956, -2.40394, 0.59544], [-3.54233, -2.08490, 0.86295], [-2.57965, -1.01089, 2.04871], [-2.79969, 0.87992, 0.67553]], "mulliken_charge": [-1.34, 0.59, -1.31, -1.09, -0.11, -0.54, -0.79, -0.25, 0.33, 0.38, 0.33, 0.24, 0.37, 0.34, 0.31, 0.29, 0.41, 0.21, 0.39, 0.36, 0.38, 0.36, 0.15], "spin_multiplicity": 1, "homo_ev": -8.94, "smiles": "CC(C)CNCCS"}

It is ii that is the least stable of them.